Formula: C43H43BF3N8O3SSbTi
Source: the Open Molecules 2025 dataset
Level of theory: wB97M-V/def2-TZVPD

CARTESIAN COORDINATES (ANGSTROEM)
1 Ti -1.390 -0.511 -0.087
2 S -1.468 -2.826 0.430
3 C -1.106 -2.660 -1.331
4 N -0.227 -3.426 -1.959
5 N 0.372 -4.361 -1.270
6 C 1.208 -5.296 -1.867
7 C 2.008 -6.104 -1.057
8 C 2.880 -7.008 -1.635
9 C 2.948 -7.136 -3.016
10 C 2.139 -6.343 -3.819
11 C 1.277 -5.420 -3.256
12 N -1.722 -1.717 -2.042
13 N -2.623 -0.903 -1.413
14 C -3.766 -0.565 -2.143
15 C -4.313 -1.475 -3.053
16 C -5.481 -1.168 -3.726
17 C -6.113 0.051 -3.525
18 C -5.564 0.967 -2.640
19 C -4.397 0.667 -1.957
20 H 0.122 -4.458 -0.286
21 H 1.946 -6.016 0.021
22 H 3.520 -7.611 -1.005
23 H 3.625 -7.850 -3.462
24 H 2.179 -6.439 -4.895
25 H 0.639 -4.797 -3.866
26 H -3.819 -2.426 -3.197
27 H -5.908 -1.890 -4.409
28 H -7.025 0.288 -4.054
29 H -6.041 1.925 -2.479
30 H -3.985 1.398 -1.274
31 F 8.206 1.391 -0.582
32 C 6.869 1.292 -0.570
33 C 6.118 2.410 -0.247
34 C 4.738 2.297 -0.238
35 C 4.119 1.086 -0.539
36 C 4.903 -0.016 -0.862
37 C 6.288 0.079 -0.880
38 Sb 1.968 0.957 -0.580
39 C 1.843 1.896 1.369
40 C 0.698 2.590 1.754
41 C 0.583 3.135 3.024
42 C 1.609 2.934 3.926
43 F 1.484 3.420 5.174
44 C 2.743 2.219 3.595
45 C 2.855 1.710 2.308
46 C 1.871 2.772 -1.763
47 C 1.245 3.951 -1.375
48 C 1.157 5.031 -2.247
49 C 1.707 4.910 -3.507
50 F 1.604 5.937 -4.363
51 C 2.350 3.755 -3.918
52 C 2.423 2.688 -3.039
53 H 6.611 3.344 -0.017
54 H 4.134 3.163 0.006
55 H 4.435 -0.960 -1.118
56 H 6.914 -0.766 -1.134
57 H -0.136 2.696 1.065
58 H -0.291 3.700 3.320
59 H 3.524 2.078 4.331
60 H 3.754 1.173 2.032
61 H 0.844 4.060 -0.374
62 H 0.666 5.951 -1.961
63 H 2.773 3.703 -4.912
64 H 2.928 1.779 -3.346
65 N -0.290 0.766 -2.758
66 N -1.097 1.312 -1.704
67 H -0.394 1.311 -3.608
68 H -0.606 -0.181 -2.950
69 H -2.027 1.549 -2.045
70 H -0.655 2.189 -1.429
71 O -4.288 -0.188 1.191
72 B -3.022 0.289 0.933
73 O -3.040 1.696 0.939
74 C -4.348 2.060 1.184
75 C -4.916 3.315 1.224
76 C -6.292 3.368 1.421
77 C -7.052 2.212 1.561
78 C -6.471 0.950 1.519
79 C -5.107 0.904 1.331
80 H -4.322 4.211 1.100
81 H -6.780 4.332 1.454
82 H -8.121 2.295 1.698
83 H -7.050 0.042 1.614
84 C 1.980 -2.043 1.263
85 N 1.297 -1.659 2.490
86 C 1.834 -2.243 3.714
87 C 0.803 -2.211 4.822
88 C 0.276 -0.797 4.932
89 N -0.250 -0.365 3.641
90 C -1.455 0.448 3.711
91 C 0.280 -0.778 2.483
92 O -0.147 -0.310 1.368
93 H 2.282 -3.086 1.342
94 H 2.874 -1.432 1.104
95 H 1.318 -1.942 0.411
96 H 2.737 -1.703 4.017
97 H 2.117 -3.274 3.499
98 H 1.249 -2.527 5.763
99 H -0.022 -2.885 4.585
100 H 1.062 -0.105 5.251
101 H -0.533 -0.743 5.660
102 H -2.316 -0.176 3.968
103 H -1.638 0.934 2.761
104 H -1.321 1.208 4.478

Output
frontier orbital gap (alpha / beta): 0.2460 / 0.2326 Ha
LUMO energy (alpha / beta): -3.0 / -3.8 eV
⟨S²⟩: 0.78
spin multiplicity: 2
E_HOMO (alpha / beta): -9.6485 / -10.1102 eV
ΔE to the lowest compared entry with this formula, charge and spin: 23.5 kcal per mole
net charge: +1